C23H50N9O6P3S as an isolated structure at a distorted geometry, computed with wB97M-V/def2-TZVPD.

Last column: Löwdin charge in e.
Element x y z (Å)
C: -1.369 0.283 -0.569  -0.054
N: -2.237 0.026 -1.732  -0.176
C: -3.529 0.716 -1.538  -0.063
C: -1.615 0.395 -2.941  -0.453
O: -2.090 1.272 -3.641  0.076
C: -0.295 -0.275 -3.421  -0.044
C: -0.237 -1.790 -3.202  -0.138
C: -1.500 -2.528 -3.088  -0.016
C: -1.580 -3.870 -2.890  -0.016
C: -0.388 -4.676 -2.786  -0.373
N: -0.318 -5.996 -2.622  -0.205
S: 1.303 -6.264 -2.620  1.006
N: 1.897 -4.774 -2.811  -0.255
C: 0.855 -3.919 -2.912  -0.277
C: 0.955 -2.502 -3.116  -0.139
C: 2.264 -1.709 -3.284  -0.135
P: 3.755 -2.375 -2.451  0.474
O: 4.755 -1.285 -2.448  -0.309
O: 4.438 -3.599 -3.294  -0.149
O: 3.496 -2.781 -0.902  -0.136
H: -1.260 1.373 -0.402  0.100
H: -1.821 -0.166 0.330  0.091
H: -0.397 -0.220 -0.726  0.091
H: -3.947 0.328 -0.592  0.064
H: -4.201 0.508 -2.380  0.098
H: -3.347 1.800 -1.406  0.096
H: 0.534 0.285 -2.959  0.115
H: -0.257 -0.085 -4.507  0.140
H: -2.455 -2.004 -3.184  0.114
H: -2.545 -4.386 -2.828  0.118
H: 2.087 -0.724 -2.818  0.087
H: 2.530 -1.501 -4.335  0.124
H: 4.396 -4.363 -2.692  0.060
H: 4.093 -2.201 -0.396  0.087
O: 5.389 0.903 0.562  -0.305
P: 6.849 1.259 0.369  0.720
N: 6.969 2.280 1.750  -0.332
C: 7.455 3.642 1.813  -0.132
C: 6.750 1.670 3.054  -0.142
N: 6.625 2.175 -1.068  -0.327
C: 7.075 3.534 -1.288  -0.145
C: 5.406 1.935 -1.831  -0.140
N: 8.583 1.352 0.082  -0.273
C: 8.986 0.555 -1.108  -0.127
C: 9.438 0.869 1.187  -0.132
H: 8.444 3.763 1.358  0.069
H: 7.561 3.987 2.843  0.076
H: 6.756 4.334 1.336  0.069
H: 7.654 1.165 3.426  0.063
H: 5.955 0.922 3.008  0.067
H: 6.441 2.402 3.801  0.077
H: 6.375 4.267 -0.870  0.077
H: 7.159 3.737 -2.362  0.077
H: 8.070 3.717 -0.886  0.064
H: 4.545 2.457 -1.394  0.083
H: 5.185 0.873 -1.875  0.032
H: 5.520 2.272 -2.866  0.081
H: 8.770 -0.508 -0.970  0.083
H: 10.054 0.674 -1.301  0.079
H: 8.474 0.887 -2.008  0.074
H: 9.140 -0.126 1.529  0.086
H: 9.418 1.552 2.035  0.067
H: 10.482 0.827 0.873  0.081
O: -6.151 0.268 0.613  -0.303
P: -6.735 -0.106 1.960  0.721
N: -8.199 -0.766 1.347  -0.330
C: -9.557 -0.435 1.725  -0.129
C: -8.095 -1.938 0.487  -0.137
N: -6.971 1.511 2.501  -0.331
C: -8.215 2.071 2.991  -0.142
C: -6.192 2.558 1.850  -0.140
N: -7.111 -0.643 3.593  -0.272
C: -6.042 -0.265 4.557  -0.130
C: -7.290 -2.101 3.757  -0.129
H: -9.723 -0.488 2.807  0.069
H: -10.280 -1.121 1.283  0.078
H: -9.835 0.561 1.372  0.070
H: -7.993 -2.864 1.070  0.064
H: -7.224 -1.868 -0.167  0.069
H: -8.962 -2.044 -0.166  0.078
H: -8.868 2.391 2.172  0.079
H: -8.016 2.950 3.614  0.079
H: -8.759 1.383 3.636  0.066
H: -6.625 2.846 0.885  0.085
H: -5.166 2.237 1.688  0.067
H: -6.140 3.450 2.482  0.078
H: -5.089 -0.741 4.305  0.082
H: -6.323 -0.557 5.570  0.081
H: -5.883 0.810 4.581  0.072
H: -6.458 -2.666 3.330  0.087
H: -8.217 -2.444 3.300  0.068
H: -7.376 -2.359 4.814  0.082

Properties
Highest occupied orbital energy = -7.9 eV
E_LUMO = -0.7 eV